# 1
Entry from the Open Molecules 2025 dataset: a structure of composition C4H10IN5 (ωB97M-V/def2-TZVPD).

Element x y z (Å)
N (-0.2039, 1.9647, 0.7456)
C (-1.2093, 1.6820, -0.2909)
C (-1.7533, 0.2006, -0.1836)
N (-0.6122, -0.6687, 0.0992)
C (-0.2202, -1.3120, 1.1724)
N (0.9459, -1.9431, 0.9118)
C (1.2459, -1.6429, -0.3315)
N (2.2977, -2.0145, -1.0745)
N (0.2845, -0.8435, -0.8896)
H (0.7116, 1.6332, 0.4778)
H (-0.4780, 1.5278, 1.6160)
H (-2.0180, 2.4096, -0.2196)
H (-0.6715, 1.7173, -1.2459)
H (-2.5099, 0.1022, 0.5963)
H (-2.2391, -0.1099, -1.1174)
H (-0.7801, -1.3027, 2.0939)
H (2.8549, -2.8210, -0.8555)
H (2.5262, -1.5260, -1.9211)
H (0.1844, -0.4336, -1.8031)
I (1.6443, 3.3804, 2.2200)

Output
HOMO in hartree: -0.1919
Net charge: 0
DFT total energy in eV: -19858.733
Gap between HOMO and LUMO in eV: 4.44
F_max in eV/A: 3.2
LUMO level in eV: -0.787

Atomic partial charges in e from the natural (NBO) method, atoms 1 to 8: number 1, N, carries -0.81; number 2, C, carries -0.23; number 3, C, carries -0.26; number 4, N, carries -0.12; number 5, C, carries 0.29; number 6, N, carries -0.47; number 7, C, carries 0.58; number 8, N, carries -0.78

# 2
Entry from the Open Molecules 2025 dataset: a cluster of 5 separate species, C10H29INO7 in total (ωB97M-V/def2-TZVPD).

Element x y z (Å)
I (-0.7241, 0.0005, 1.0515)
C (4.5364, 2.9382, 0.6186)
C (3.0653, 2.6958, 0.8643)
C (2.2138, 3.0693, -0.3514)
O (2.4969, 4.3306, -0.9529)
C (2.2529, 5.4113, -0.0876)
N (2.8321, 1.3289, 1.2812)
H (4.9503, 2.2130, -0.0892)
H (5.1376, 2.8154, 1.5233)
H (4.7040, 3.9522, 0.2530)
H (2.7623, 3.3148, 1.7155)
H (1.1561, 3.0366, -0.0508)
H (2.3691, 2.3485, -1.1566)
H (2.6209, 6.3187, -0.5693)
H (2.7998, 5.3243, 0.8536)
H (1.1709, 5.5062, 0.0608)
H (3.0450, 0.6519, 0.5587)
H (1.8861, 1.1436, 1.5962)
C (-4.6616, -0.2462, -1.4917)
C (-4.1382, -1.6005, -1.0389)
O (-3.8691, -1.6060, 0.3615)
O (-3.6564, 0.7471, -1.6416)
H (-5.4576, 0.0378, -0.7932)
H (-5.1032, -0.3620, -2.4883)
H (-3.2214, -1.8574, -1.5779)
H (-4.9208, -2.3345, -1.2460)
H (-2.9914, -1.2058, 0.4561)
H (-2.9954, 0.6606, -0.9413)
C (1.0988, -0.8756, -4.1187)
C (1.2248, -0.7815, -2.6184)
O (0.0856, -1.3829, -2.0555)
O (0.0642, -0.0140, -4.5951)
H (0.8204, -1.9053, -4.3847)
H (2.0230, -0.6120, -4.6289)
H (1.2839, 0.2899, -2.3683)
H (2.1700, -1.2167, -2.2609)
H (-0.0419, -1.0140, -1.1603)
H (-0.7330, -0.2635, -4.1136)
C (-1.5392, -4.7841, 3.3625)
C (-2.1859, -3.4437, 3.5609)
O (-1.2556, -2.4063, 3.8121)
O (-1.2727, -5.3926, 4.6361)
H (-0.6253, -4.7010, 2.7716)
H (-2.2554, -5.4257, 2.8286)
H (-2.8147, -3.4869, 4.4520)
H (-2.7660, -3.2151, 2.6614)
H (-1.0116, -2.0099, 2.9646)
H (-0.5297, -5.9921, 4.5371)

Output
HOMO in hartree: -0.1983
Net charge: -1
DFT total energy in eV: -34765.305
Energy above the lowest of the compared OMol25 structures with the same formula, charge and spin in kJ/mol: 0.0
Gap between HOMO and LUMO in eV: 8.29
F_max in eV/A: 0.8
LUMO level in eV: 2.896

Atomic partial charges in e from the natural (NBO) method, atoms 1 to 8: number 1, I, carries -0.90; number 2, C, carries -0.61; number 3, C, carries -0.08; number 4, C, carries -0.08; number 5, O, carries -0.55; number 6, C, carries -0.25; number 7, N, carries -0.85; number 8, H, carries 0.20

# 3
Entry from the Open Molecules 2025 dataset: an isolated molecule of C5H6N2O (ωB97M-V/def2-TZVPD).

Element x y z (Å)
C (-1.5693, 0.4452, -0.0947)
C (-1.4735, 1.7955, 0.1272)
C (0.7579, -0.8237, -0.0534)
C (1.4940, 0.3858, -0.1444)
C (2.6256, 1.0047, -0.1473)
H (-0.7376, -2.2584, -0.3774)
H (-2.6303, -0.1002, 0.0975)
H (-2.3756, 2.3203, -0.0930)
H (-0.3565, 2.0196, 0.2719)
H (2.0434, -2.2891, 0.2041)
H (3.2530, 1.8192, 0.1130)
N (-0.6582, -0.5777, 0.0635)
N (1.1002, -2.0279, 0.1955)
O (-1.4732, -1.7131, -0.1625)

Output
SMILES string: [H]/N=C(\C#C)N(O)C=C
HOMO in hartree: -0.3010
Net charge: 0
DFT total energy in eV: -10303.137
Energy above the lowest of the compared OMol25 structures with the same formula, charge and spin in kJ/mol: 623.9
Gap between HOMO and LUMO in eV: 7.95
F_max in eV/A: 7.9
LUMO level in eV: -0.242

Atomic partial charges in e from the natural (NBO) method, atoms 1 to 8: number 1, C, carries -0.01; number 2, C, carries -0.51; number 3, C, carries 0.32; number 4, C, carries -0.10; number 5, C, carries -0.11; number 6, H, carries 0.48; number 7, H, carries 0.23; number 8, H, carries 0.23

# 4
Entry from the Open Molecules 2025 dataset: a cluster of 10 separate species, C29H64F8N12O19S8 in total (ωB97M-V/def2-TZVPD).

Element x y z (Å)
C (8.9287, -11.9708, -1.1750)
C (9.7646, -11.0437, -0.3169)
N (11.2157, -11.4284, -0.3961)
C (12.2858, -10.5591, -0.4412)
C (13.3892, -11.3648, -0.4937)
N (13.0138, -12.6797, -0.4006)
C (11.6619, -12.6864, -0.4883)
C (13.8836, -13.8574, -0.3240)
H (9.2524, -12.1302, -2.2010)
H (7.9678, -11.4849, -1.3477)
H (8.8047, -12.8714, -0.5749)
H (9.4741, -11.0204, 0.7300)
H (9.7116, -10.0664, -0.7958)
H (12.1443, -9.4936, -0.5112)
H (14.3969, -11.0059, -0.6309)
H (11.1011, -13.6047, -0.4543)
H (14.0363, -14.2117, -1.3419)
H (13.4214, -14.5951, 0.3290)
H (14.8117, -13.5686, 0.1644)
C (4.2811, -9.2304, -1.8866)
C (5.1495, -9.7990, -3.0004)
N (5.1486, -9.0132, -4.2406)
C (5.5067, -7.6711, -4.3101)
C (5.3924, -7.3622, -5.6609)
N (5.2521, -8.5109, -6.3471)
C (4.9683, -9.4921, -5.4805)
C (5.0586, -8.5944, -7.8021)
H (3.2141, -9.2324, -2.1166)
H (4.4024, -8.1679, -1.6621)
H (4.3997, -9.7179, -0.9196)
H (4.9208, -10.8399, -3.2367)
H (6.1900, -9.9915, -2.7244)
H (5.8592, -7.1016, -3.4685)
H (5.7447, -6.4378, -6.0952)
H (4.6560, -10.4973, -5.7216)
H (5.3039, -7.6781, -8.3337)
H (4.0462, -8.9246, -8.0220)
H (5.7613, -9.3416, -8.1689)
C (10.8952, -11.3808, -5.1832)
C (9.4393, -10.9820, -5.1559)
O (8.8514, -10.8057, -4.1359)
N (8.8830, -10.8091, -6.5202)
H (9.5637, -11.3719, -7.0537)
H (7.9681, -11.2913, -6.4420)
C (8.7022, -9.3524, -7.1033)
H (11.4311, -10.8326, -5.9579)
H (10.8629, -12.4504, -5.4135)
H (11.4162, -11.2699, -4.2336)
H (8.8872, -9.5492, -8.1574)
H (9.3563, -8.5840, -6.7068)
H (7.6322, -9.2978, -6.9415)
C (13.3903, -13.9245, -7.1404)
C (13.9444, -13.6412, -5.7612)
O (13.3254, -13.5197, -4.7562)
N (15.4575, -13.8392, -5.7618)
H (15.5898, -14.8338, -5.5765)
H (15.8139, -13.5631, -6.6744)
C (16.1555, -13.0979, -4.6289)
H (12.4152, -13.5071, -7.3863)
H (13.4439, -15.0191, -7.1801)
H (14.0733, -13.6707, -7.9548)
H (17.2144, -13.3031, -4.7896)
H (15.9375, -13.4424, -3.6238)
H (15.9933, -12.0407, -4.8216)
C (10.3583, -15.6379, -4.3116)
C (10.1265, -15.6540, -2.8222)
O (9.8657, -14.7079, -2.1333)
N (10.3006, -16.9532, -2.0437)
H (9.9861, -16.7647, -1.0914)
H (9.7423, -17.7075, -2.4458)
C (11.7614, -17.3054, -1.8600)
H (11.2284, -16.1556, -4.7127)
H (10.1954, -14.6180, -4.6469)
H (9.5342, -16.2847, -4.6410)
H (12.1042, -17.5597, -2.8595)
H (11.8246, -18.1141, -1.1359)
H (12.2791, -16.4365, -1.4604)
C (14.1418, -9.6091, -4.0928)
C (13.7826, -8.2952, -4.7706)
C (14.5129, -8.1452, -6.1262)
N (14.2896, -6.7931, -6.7414)
C (15.0392, -5.6665, -6.0424)
C (12.8083, -6.4832, -6.9397)
C (12.5050, -5.7553, -8.2184)
C (13.8407, -5.9895, -9.0361)
C (14.7387, -6.8835, -8.1965)
H (13.7012, -9.8688, -3.1312)
H (15.2242, -9.7281, -3.9816)
H (13.8547, -10.3633, -4.8346)
H (13.9660, -7.5072, -4.0373)
H (12.6960, -8.2522, -4.8715)
H (14.6653, -9.0065, -6.7745)
H (15.5737, -8.0791, -5.8460)
H (14.5988, -5.5843, -5.0521)
H (15.0214, -4.7378, -6.6064)
H (16.0753, -5.9929, -5.9654)
H (12.3352, -6.1367, -6.0184)
H (12.3547, -7.4796, -6.9521)
H (12.3998, -4.7001, -7.9811)
H (11.6741, -6.2211, -8.7402)
H (14.2535, -4.9961, -9.2180)
H (13.6440, -6.3636, -10.0386)
H (15.8219, -6.9414, -8.3047)
H (14.4943, -7.9072, -8.4941)
N (7.6327, -8.9445, -12.8835)
S (7.2533, -7.7751, -13.8134)
O (8.2772, -6.7917, -14.0801)
O (5.9045, -7.2576, -13.6033)
F (7.3489, -8.6052, -15.2207)
S (7.4850, -8.0720, -11.4084)
O (6.4055, -8.4654, -10.5552)
O (7.9269, -6.7007, -11.2978)
F (8.7144, -8.8629, -10.7294)
N (6.6607, -12.2951, -6.3620)
S (5.7890, -12.7722, -7.5600)
O (4.5138, -12.0798, -7.6358)
O (5.8897, -14.1262, -8.0121)
F (6.7417, -12.0373, -8.6522)
S (6.4452, -13.5622, -5.3047)
O (7.5726, -14.4077, -5.0011)
O (5.1804, -14.2705, -5.2790)
F (6.4297, -12.6008, -4.0351)
N (7.5063, -4.6200, -6.6124)
S (8.0760, -5.3927, -7.9328)
O (8.0215, -6.8196, -7.8327)
O (9.1055, -4.7383, -8.6943)
F (6.8859, -4.9550, -8.9159)
S (8.8854, -4.4649, -5.9594)
O (9.6984, -3.3656, -6.3871)
O (9.5284, -5.6952, -5.5549)
F (8.2767, -3.8789, -4.5677)
N (10.8081, -11.7587, -8.2319)
S (11.9628, -10.7919, -8.9316)
O (12.0119, -10.9414, -10.3408)
O (13.1399, -10.5205, -8.1102)
F (11.2069, -9.3733, -8.7234)
S (10.9710, -13.1237, -8.8436)
O (12.2898, -13.6575, -8.9325)
O (10.0241, -13.5397, -9.8211)
F (10.4450, -14.0150, -7.5037)

Output
HOMO in hartree: -0.3648
Net charge: +2
DFT total energy in eV: -196288.500
Energy above the lowest of the compared OMol25 structures with the same formula, charge and spin in kJ/mol: 0.0
Gap between HOMO and LUMO in eV: 3.36
F_max in eV/A: 7.7
LUMO level in eV: -6.565

Atomic partial charges in e from the Löwdin method, atoms 1 to 8: number 1, C, carries -0.08; number 2, C, carries -0.11; number 3, N, carries -0.02; number 4, C, carries 0.02; number 5, C, carries -0.03; number 6, N, carries -0.08; number 7, C, carries -0.01; number 8, C, carries 0.03